Below is an isolated molecule of C5H4O2 at a distorted geometry, with properties calculated with wB97M-V/def2-TZVPD.

Output
E_LUMO	0.1	eV
2S+1	1
charge	0
energy relative to the best compared isomer or geometry (same formula, charge and spin)	79.5	kcal per mole
Kohn-Sham gap	0.34014	Eh

Structure (XYZ):
```
11
Properties=species:S:1:pos:R:3:lowdin_charge:R:1
C -1.19 0.85 0.80 -0.02
C 0.13 0.06 0.86 -0.19
O -0.17 -1.36 0.99 0.13
C 0.39 -0.97 -0.09 -0.30
C 0.87 -1.24 -1.29 0.06
C 1.42 -0.59 -2.23 -0.22
O 2.02 -0.24 -3.20 0.13
H -1.67 0.42 -0.03 0.06
H -0.94 1.95 0.86 0.10
H -1.79 0.86 1.74 0.09
H 0.92 0.25 1.58 0.15
```



Below is a cluster of 2 separate species, C3H6N2P2 in total at a distorted geometry, with properties calculated with wB97M-V/def2-TZVPD.

Output
E_LUMO	0.3	eV
2S+1	1
charge	0
energy relative to the best compared isomer or geometry (same formula, charge and spin)	53.0	kcal per mole
Kohn-Sham gap	0.32997	Eh

Structure (XYZ):
```
13
Properties=species:S:1:pos:R:3:lowdin_charge:R:1
C -0.48 -0.47 1.71 -0.24
C -3.28 0.24 0.45 0.03
C -1.72 -1.17 1.87 -0.19
N 0.49 0.09 1.56 0.14
N -2.60 -0.42 1.07 -0.09
P 0.56 1.22 -1.34 0.39
P 2.40 0.03 -1.13 0.41
H -1.61 -2.24 1.55 0.15
H -2.13 -1.06 2.98 0.18
H 0.92 1.37 -2.81 -0.12
H 1.20 2.29 -0.90 -0.24
H 1.58 -1.05 -1.57 -0.17
H 2.28 -0.22 0.19 -0.25
```



Below is the ion C4H11N2O2 with charge +1 at a distorted geometry, with properties calculated with wB97M-V/def2-TZVPD.

Output
E_LUMO	-3.6	eV
2S+1	1
charge	+1
energy relative to the best compared isomer or geometry (same formula, charge and spin)	60.9	kcal per mole
Kohn-Sham gap	0.36510	Eh

Structure (XYZ):
```
19
Properties=species:S:1:pos:R:3:lowdin_charge:R:1
N 2.97 -1.04 -0.26 0.17
C 1.69 -0.32 -0.47 -0.07
C 0.48 -0.93 0.32 -0.43
O 0.82 -1.79 1.14 0.03
N -0.79 -0.49 0.40 0.10
C -1.33 0.53 -0.47 -0.20
C -2.13 1.44 0.32 -0.33
O -3.07 0.69 0.94 -0.08
H 2.93 -1.64 0.75 0.27
H 3.77 -0.44 -0.25 0.15
H 3.05 -1.74 -0.96 0.15
H 1.81 0.79 -0.28 0.16
H 1.42 -0.37 -1.57 0.15
H -1.39 -0.87 1.16 0.19
H -0.45 1.20 -0.79 0.14
H -1.78 0.26 -1.37 0.11
H -2.59 2.21 -0.25 0.12
H -1.46 1.95 1.25 0.20
H -3.95 0.58 0.38 0.18
```